Entry 1:
C40H47As3CsN7O2P as an isolated structure. Source: the OMol25 dataset; level of theory: ωB97M-V/def2-TZVPD.

The geometry in XYZ format:
```
101
Properties=species:S:1:pos:R:3:forces:R:3
H -1.36883 -3.20282 -3.40500 -0.01 -0.03 -0.01
H -7.13601 -2.72166 -3.36876 -0.02 0.03 -0.01
C -0.72119 1.19947 4.69640 -0.07 -0.01 -0.04
H -2.33894 -4.46842 0.45259 0.00 0.02 0.01
H -0.38467 3.16943 -2.59167 -0.01 -0.01 -0.01
N 0.84664 -4.75617 0.27704 0.00 0.10 0.06
N 2.82785 0.11744 -2.41211 0.23 0.25 -0.36
C -2.97897 -3.64755 0.13507 -0.05 -0.01 0.04
H -0.57759 1.14382 0.84532 0.00 0.01 0.02
C 4.10206 2.68494 3.43136 0.01 0.04 0.00
C 1.31846 -4.17043 1.35803 0.09 0.00 -0.13
C -6.24396 -0.27754 -5.01421 -0.03 0.04 0.04
H -2.07338 -1.14740 -3.84183 0.00 -0.01 -0.05
C -4.79061 0.53505 -2.47324 -0.03 -0.08 -0.01
H 4.10044 -4.45009 -0.24811 0.00 0.02 0.01
C -0.99268 -2.92030 3.75124 0.00 0.03 0.19
C 0.17039 -2.80115 4.46041 -0.15 -0.04 -0.02
H -3.86828 -4.02442 -0.37520 0.01 0.04 -0.05
H -0.24043 2.85966 -0.84684 0.00 -0.02 0.01
H -6.10714 0.75613 -5.33326 0.00 0.00 0.00
H -2.70191 0.68689 2.00100 0.02 0.00 0.00
H -1.58391 -4.57777 -2.31753 0.01 0.01 0.01
H 1.84590 -5.42066 -1.49382 0.01 0.01 -0.01
C 2.84107 5.45077 0.18973 0.03 -0.04 -0.03
As -1.92173 -2.47196 -1.00993 0.23 0.08 -0.02
C 5.62239 0.30232 -4.50239 -0.03 0.06 0.04
H -3.18481 -0.01215 -4.61219 0.02 -0.01 -0.01
As -6.49388 -0.31532 -3.05888 0.07 -0.07 -0.10
C 3.73049 0.56489 -2.98881 0.00 -0.02 -0.07
C 1.93668 -4.94345 -0.53177 0.14 -0.02 0.01
H -3.48981 -0.66105 -0.37240 -0.03 -0.01 -0.01
H -2.54949 1.79484 -2.93625 0.01 0.02 0.00
H 5.67528 3.51416 4.61806 0.00 0.00 0.00
H 2.13909 -3.10535 3.75768 0.01 -0.07 0.01
C 3.23556 -1.01817 3.04409 -0.02 0.25 0.06
C -1.81430 0.91520 2.57982 -0.05 -0.01 -0.03
H 3.46992 5.83101 -0.60548 0.00 -0.02 0.01
H -1.98997 -2.63917 4.05023 0.03 0.00 0.02
H 0.38501 -2.39767 5.43423 0.00 0.02 -0.01
N 5.26970 3.63492 -3.43652 -0.04 0.00 0.05
C -6.29342 -2.26661 -2.84626 0.00 0.05 0.04
C -0.04744 0.62702 -4.04436 0.00 0.04 -0.04
C 4.99887 0.22780 4.26787 0.02 -0.06 0.02
N 1.14612 -3.32187 3.66090 0.07 0.09 -0.12
H 3.77989 3.66824 3.11727 -0.03 -0.02 -0.03
H 3.46017 3.41839 -0.10596 0.01 0.03 -0.02
H 0.56556 4.05826 2.98566 -0.01 0.01 0.01
H -0.75717 1.19844 5.77916 0.01 0.00 0.00
H 2.01011 7.36668 0.68243 0.00 0.00 0.00
C 4.80539 1.11945 -3.68852 0.01 0.08 0.04
H -6.36536 -2.53991 -1.79428 0.01 0.00 -0.01
C 0.54004 1.45925 2.65400 0.09 0.03 0.13
H 0.55305 6.46747 2.46791 0.01 0.00 -0.01
H -2.80366 0.71388 4.47365 0.00 0.00 0.00
C -1.87230 0.92761 3.96466 0.11 0.02 0.04
C -3.40491 -1.18616 -1.33213 -0.04 0.03 -0.01
H 1.14951 2.58373 -1.90559 0.00 0.01 0.00
C 3.90201 0.29681 3.41707 -0.01 -0.11 0.03
H 1.37276 1.65613 4.62151 -0.01 0.00 0.01
C 2.02068 6.30792 0.90907 -0.04 -0.03 0.05
H -4.75731 1.42191 -3.11593 -0.01 0.01 -0.02
O 2.13056 -0.92975 2.46762 0.13 0.23 0.43
C 2.83824 4.09244 0.47398 -0.04 0.01 0.03
H -0.77198 1.21870 -4.60558 0.00 0.01 0.01
H 5.32146 -0.75913 4.57255 0.01 0.01 0.00
C 2.03495 3.57579 1.49208 -0.09 -0.01 -0.06
H -4.30675 -1.78987 -1.43182 0.01 -0.02 0.02
H 6.50192 1.28709 5.37468 0.00 0.01 0.00
P 2.08477 1.75335 1.71118 0.09 -0.28 0.21
H -5.39791 -0.86915 -5.35621 0.01 -0.01 0.03
N 6.29116 -0.36709 -5.16611 -0.01 -0.01 0.00
C 0.06321 2.51991 -1.83786 0.02 0.01 0.00
C 0.54874 -3.67925 2.48941 -0.10 0.12 0.41
C -3.39447 -0.13178 -2.45647 0.00 -0.09 -0.08
C 0.47509 1.46228 4.04611 -0.02 0.00 -0.05
C -3.08887 -0.75813 -3.81926 -0.04 0.08 0.16
C 1.20242 5.80216 1.91144 -0.01 0.03 0.01
H 3.20981 -3.41391 1.94326 0.04 -0.09 0.02
H 0.94781 1.05135 -4.16293 0.01 -0.02 -0.01
C 3.07255 -4.47080 0.06893 -0.07 -0.07 -0.03
C 5.19040 2.60346 4.28815 0.05 -0.06 0.05
C 3.43203 1.54843 2.97081 0.03 0.16 0.11
H -7.15343 -0.65685 -5.48087 -0.01 0.00 0.01
As -0.45053 0.64779 -2.12535 -0.29 0.25 -0.17
H -0.03012 -0.39091 -4.42927 0.00 0.00 -0.01
H -5.00275 0.90810 -1.46761 -0.01 0.00 0.01
H -2.64177 1.46243 -1.21155 0.02 0.02 0.00
C -2.40146 1.01424 -2.18262 0.01 -0.03 0.03
H -5.36972 -2.66657 -3.26022 0.00 0.02 0.01
N -0.74928 -3.46964 2.52508 0.09 -0.15 -0.24
C 5.06270 2.50271 -3.54833 0.06 -0.06 -0.07
H -3.00785 -3.76047 -2.99252 -0.02 0.03 0.04
O 3.80959 -2.09988 3.34314 -0.10 -0.13 -0.09
C 1.20776 4.44532 2.20440 0.11 -0.06 -0.07
H -3.76840 -1.58063 -4.03712 0.03 -0.01 -0.02
C 5.65054 1.36676 4.71100 -0.09 0.05 -0.07
Cs 1.70253 -1.16757 -0.12766 -0.34 -0.75 -0.46
C -0.61530 1.17741 1.93113 0.00 -0.02 -0.02
H -3.26763 -3.09385 1.02786 0.00 -0.03 0.01
C -1.99537 -3.61185 -2.61422 0.00 -0.03 0.02
N 2.66831 -3.98742 1.28654 -0.07 0.14 0.13
```
Forces are in eV/Å.

As for the maximum force: 0.0183 hartree/bohr. As for the relative energy (zero: lowest compared OMol25 entry of this formula, charge and spin): 0.0 kJ/mol. The frontier orbital gap is 0.261 Ha. As for the total charge: -1. As for the LUMO energy: 0.0687 Ha.

---

Entry 2:
C40H47BaN5OS2Si as an isolated structure at a distorted geometry. Source: the OMol25 dataset; level of theory: ωB97M-V/def2-TZVPD.

The geometry in XYZ format:
```
97
Properties=species:S:1:pos:R:3:forces:R:3
C 10.16228 14.22959 12.38047 -0.10 0.14 0.08
C 9.91686 8.97213 11.44539 -0.51 1.15 -1.13
C 16.35152 14.29097 7.90149 0.26 -0.14 0.89
H 5.47833 9.10753 17.00632 0.20 -0.12 -0.07
C 9.08881 15.22004 18.68257 0.91 2.23 -0.37
H 9.87721 14.67493 10.30818 0.06 -0.01 -0.36
H 5.70040 10.51112 14.97599 -0.51 0.27 -0.26
C 14.03852 11.75105 18.97422 -0.71 -0.85 -1.39
C 16.59261 16.07432 14.78773 1.11 1.64 1.01
H 8.64101 17.06976 11.30364 0.31 -0.13 -0.13
C 10.70984 9.95425 10.81096 -0.46 0.07 1.44
H 11.59988 6.75541 16.00250 -0.30 -0.18 -0.57
H 17.15918 14.76229 11.18826 -0.58 -0.15 -0.24
C 14.60009 12.29479 17.83057 1.24 1.25 1.39
C 17.11172 14.55976 9.07405 -0.91 0.22 -0.08
C 15.52508 16.63406 12.35862 -0.67 -0.55 -0.23
N 8.97138 10.23515 15.67270 -0.31 -2.35 -0.05
C 11.51709 16.13031 13.02922 -0.28 -0.47 0.32
H 13.96602 11.55708 12.67903 0.21 0.85 0.11
H 7.62108 8.43452 18.21216 -0.05 -0.21 -0.60
H 17.67841 17.92311 14.67117 -0.05 0.21 -0.03
N 13.75224 10.60248 16.44924 -0.36 -0.81 -0.60
H 12.96400 9.96052 19.59876 -0.39 -0.05 0.62
C 11.65199 8.63018 13.07848 -1.08 0.37 -0.37
H 10.01146 7.85747 17.86938 -0.30 0.10 -0.12
C 8.86907 9.27656 16.67461 0.11 2.19 0.10
H 12.42528 15.03926 10.68784 -0.31 -0.09 0.67
H 7.93941 11.16601 14.11623 -0.05 -0.11 0.72
C 14.52521 11.66353 16.62618 -0.34 0.01 -1.14
S 12.25145 14.74021 16.38007 -0.25 -0.44 0.09
C 7.64077 8.94968 17.24583 -0.13 -0.24 -0.50
H 10.27953 17.89764 13.00196 0.12 0.14 -0.08
H 12.55073 6.88300 13.89292 -0.19 0.86 0.17
H 12.66239 10.79494 10.94463 -0.12 0.66 0.24
H 12.12909 13.38420 11.12989 -0.01 0.17 0.40
N 11.29797 8.74418 16.48538 0.91 0.49 -2.15
H 9.62818 14.30922 13.32425 -0.49 -0.07 -0.01
C 15.07730 15.45436 13.01107 1.31 1.28 0.99
C 16.52534 14.45164 10.34338 0.08 0.18 -0.41
H 8.40832 14.66761 11.28325 0.11 0.30 -0.23
C 7.84185 10.55488 15.03164 -0.27 0.33 0.80
H 15.21256 13.19876 17.92070 -0.33 -0.29 -0.11
H 9.87968 7.39273 12.89403 -0.01 0.54 0.03
H 18.10676 15.01600 9.07642 -0.21 -0.46 -0.54
C 16.93462 17.29700 14.20176 -0.59 -0.37 -1.55
H 17.05458 15.81204 15.73886 -0.09 0.13 -0.07
C 11.27340 7.64685 15.43696 -0.50 0.69 1.21
H 13.29251 8.13738 16.66329 -0.16 -0.15 0.25
H 12.35329 16.56688 12.50182 0.08 0.52 -0.25
C 14.20936 12.51393 13.21513 -0.63 0.30 -0.55
H 8.35494 15.85976 18.18822 -0.24 -0.42 -0.09
H 13.50930 13.12769 9.34539 1.16 0.67 0.43
H 14.16023 12.27072 19.90395 -0.08 -0.17 0.44
C 12.22104 7.90087 14.23931 0.30 -1.22 1.16
H 13.11482 8.41005 14.62955 -0.16 -0.03 -0.44
C 13.31740 10.55494 18.78656 0.33 0.22 -0.55
C 13.15173 10.02598 17.49237 1.23 1.00 1.51
H 15.21348 16.76123 11.31220 0.04 0.21 0.46
O 10.33120 15.34971 17.95704 0.27 -0.07 0.34
H 9.46282 16.47183 13.50067 -0.49 -0.28 0.88
H 10.21215 13.15664 12.11360 -0.02 0.23 0.09
N 11.49522 14.70798 12.66260 0.28 -0.96 -0.77
C 9.45914 14.99462 11.25255 -0.49 0.46 0.54
H 10.40796 9.53870 18.19944 -0.23 -0.42 -0.95
H 16.51529 18.50643 12.35404 0.27 -0.11 0.47
H 10.31840 16.92454 10.68592 -0.13 0.15 -0.25
H 8.90545 8.81876 11.07445 0.19 -0.34 0.05
C 12.54874 8.68826 17.24483 -0.85 -0.43 -0.03
Si 14.22017 14.06783 12.15500 -0.47 -2.34 0.39
C 12.41865 14.35245 11.58262 0.65 0.49 -0.84
C 9.60889 16.56472 11.42905 -0.06 -1.18 -0.31
C 10.17827 16.83334 12.79763 0.55 0.31 -0.27
S 9.44109 13.67900 16.09101 0.03 0.14 0.48
H 14.36651 13.58479 7.20855 0.63 0.05 0.16
H 16.81307 14.39316 6.92321 -0.16 0.18 0.09
C 6.45607 9.34020 16.59266 0.67 0.88 0.83
H 10.37619 10.65628 10.03038 0.14 -0.90 0.17
C 15.63305 15.25091 14.29467 -1.09 0.14 -0.91
Ba 11.63558 11.79212 14.89214 0.79 0.72 -0.57
C 10.39987 8.28350 12.52560 0.62 -0.90 0.41
C 10.16420 8.82772 17.35418 -0.38 0.20 0.76
C 15.03960 13.81087 8.04555 0.61 -0.30 0.69
H 9.28837 15.70366 19.65881 -0.01 -0.64 -0.42
H 11.74005 16.17372 14.08332 0.23 0.25 0.48
H 12.30407 8.15563 18.18003 0.65 0.04 0.00
C 11.91211 10.19774 11.44893 0.89 0.28 -1.04
C 15.19219 14.03081 10.51256 0.08 -0.62 -0.65
H 15.21413 12.36969 13.61757 0.18 -0.05 0.18
H 15.01892 12.02444 15.71799 -0.20 0.06 0.35
H 10.22206 7.54135 15.10734 0.55 -0.13 0.19
C 10.64863 14.61702 16.88526 -0.27 -0.02 -0.14
C 6.56286 10.20472 15.52001 1.08 -0.82 -0.76
N 12.36040 9.63107 12.56976 -0.11 -0.55 0.03
H 8.80755 14.21060 18.72973 -0.58 -1.26 0.21
C 14.54536 13.58290 9.34307 -1.16 0.36 -0.66
C 16.34153 17.60519 12.94317 0.24 -0.86 0.75
H 15.26867 14.54073 15.00479 -0.25 -1.05 -0.24
```
Forces are in eV/Å.

As for the maximum force: 0.0474 hartree/bohr. The frontier orbital gap is 0.209 Ha. As for the LUMO energy: -0.0041 Ha.

---

Entry 3:
A 6-piece molecular cluster, C40H47ClFN6O2 overall at a distorted geometry. Source: the OMol25 dataset; level of theory: ωB97M-V/def2-TZVPD.

The geometry in XYZ format:
```
97
Properties=species:S:1:pos:R:3:forces:R:3
N 3.03617 -6.90318 -4.59378 -0.03 0.01 0.01
H -2.00093 -3.30966 3.97201 0.01 0.01 0.00
H 1.12710 -1.91448 0.58851 -0.04 -0.04 -0.07
C 0.73198 4.77108 -0.48035 -0.02 0.07 -0.04
C 5.17442 -3.43536 -2.01799 0.03 0.01 0.02
H -3.00867 0.35387 1.83114 0.01 0.01 0.02
H 2.36430 -1.65099 -2.57000 0.03 0.00 -0.04
H -2.52340 5.59831 1.42105 -0.25 0.20 -0.34
H 0.89829 2.17539 0.22970 0.02 -0.16 0.04
H -2.86833 6.08095 3.56202 0.07 -0.07 0.16
C -2.69269 -8.37641 -6.87139 0.07 -0.03 -0.01
C -1.68802 -6.67163 3.91258 0.00 0.03 0.00
H -3.92304 8.01700 3.55732 -0.11 0.06 -0.18
C -0.44706 6.02301 1.48325 -0.65 0.67 -0.43
C -1.90907 6.46168 1.68167 0.36 -0.55 0.58
C -0.52373 9.89691 2.88273 -0.43 0.46 -0.02
C 0.74358 -7.06332 -5.28063 0.00 0.05 -0.04
H -0.04479 -3.58251 2.45666 -0.02 0.05 0.06
C 2.75712 -5.71543 -4.06098 0.02 -0.05 -0.05
F 4.31706 4.87845 2.86744 0.29 0.14 0.19
N -2.14656 -8.93521 -5.79234 -0.11 0.06 -0.04
H 4.77158 -1.66942 -3.18731 -0.01 0.00 -0.02
C -2.18240 -1.29357 0.71077 -0.01 -0.01 0.00
C -1.00641 -1.93392 0.35918 -0.10 0.02 -0.01
H -2.03594 -8.26561 -7.72786 -0.03 0.02 -0.02
C 4.60195 -4.38704 -1.19154 0.02 0.05 0.02
H 3.91252 2.35907 3.09680 -0.06 -0.24 -0.04
C 2.03813 -7.55414 -5.18844 0.06 -0.02 0.01
C 1.67813 4.16490 0.52043 -0.08 -0.09 0.05
H -0.33791 5.04768 1.95976 0.24 -0.02 0.08
O 2.67451 7.15868 1.96358 -0.15 -0.27 -0.32
H -0.46154 9.95220 4.99895 0.01 0.12 0.08
C 3.29959 2.86635 2.36855 0.28 0.08 0.17
C -0.87035 0.25330 1.95632 0.05 0.02 0.04
Cl 4.51498 6.00466 -0.72737 -0.16 -0.03 -0.12
H 2.75912 -5.02361 -0.27685 0.03 -0.02 0.00
H 0.29465 10.60888 2.79475 0.19 -0.11 0.08
N 2.40379 2.20052 1.63834 0.01 -0.13 0.11
H -3.13669 -1.65944 0.35554 0.00 0.00 0.00
H -2.11534 -7.58751 4.29633 0.01 -0.01 0.00
H -0.02823 -7.63634 -5.77578 0.02 -0.06 0.06
C 1.49798 -5.13593 -4.09239 -0.08 -0.04 -0.10
C 0.47139 -5.82666 -4.71818 0.02 -0.01 0.01
H -1.00878 -2.81012 -0.27399 0.06 -0.01 0.01
C 4.36887 -2.43070 -2.53326 0.00 0.00 0.02
H -1.20660 10.14452 2.06977 0.01 -0.18 -0.14
H -2.85792 8.78803 2.41931 0.12 0.11 -0.03
C -0.53531 -4.44619 2.88877 0.07 -0.05 -0.02
C 0.19033 -1.43009 0.84171 0.28 -0.03 -0.03
H 2.29232 -8.51938 -5.61208 -0.04 -0.01 -0.01
H -4.39890 -7.50419 -7.83924 0.01 -0.01 -0.01
H -5.84574 -7.80387 -5.82489 0.00 0.00 0.00
H -0.77880 1.12422 2.59836 -0.05 -0.01 0.02
C -2.32021 8.99578 4.53927 -0.30 0.59 -0.34
C -2.11528 -0.17486 1.52933 0.01 -0.02 0.00
H -0.93983 6.08720 -0.62697 -0.05 -0.03 -0.06
N -0.01721 -5.62483 2.55087 -0.03 0.01 0.01
C -4.01121 -7.95224 -6.93482 -0.01 0.00 0.02
C -4.81050 -8.11960 -5.81568 -0.02 0.01 0.00
H -4.84612 -8.85284 -3.79011 0.01 -0.01 0.01
H -0.52685 -5.40905 -4.76604 0.00 0.00 -0.01
C -0.05102 6.01221 -0.00399 0.44 -0.19 0.10
C -1.62509 -4.29546 3.73208 -0.01 -0.02 -0.01
H -2.15026 7.29261 1.02178 0.00 0.03 -0.10
H 6.22806 -3.47748 -2.26124 0.00 -0.01 -0.01
H -1.28386 6.76943 3.74734 0.14 0.13 -0.06
C -0.59289 -6.71114 3.06154 0.05 -0.02 -0.04
C 1.60933 2.80079 0.74727 -0.15 -0.06 0.02
H -2.45948 -9.54532 -3.86081 -0.03 0.00 0.02
H 3.58957 -5.20920 -3.58725 -0.02 0.06 0.00
O 3.09228 6.76896 -0.21028 0.18 0.00 0.23
H -1.96845 8.29980 5.29959 0.06 -0.12 -0.03
H 0.15832 6.76827 1.99494 0.26 -0.28 0.23
N 2.45823 -3.33307 -1.39720 0.09 0.15 0.07
C -2.87252 8.21034 3.33945 -0.13 -0.48 0.68
H -0.15148 -7.65837 2.77286 -0.03 -0.02 0.02
N 0.27439 -0.35460 1.62800 0.14 0.37 -0.11
C -2.21364 -5.43647 4.25439 -0.03 0.00 0.01
C -2.19597 6.83478 3.15235 -0.32 0.09 -0.46
H 0.01729 4.00614 -0.77955 0.06 -0.16 0.02
H 5.19016 -5.19015 -0.77030 -0.02 -0.02 0.00
H 2.29512 1.19445 1.79018 -0.33 -0.06 -0.08
C 2.62311 4.88428 1.25343 0.06 -0.01 -0.15
H -1.62410 11.05611 4.35204 -0.09 0.07 -0.22
H -0.15027 8.88373 2.74500 0.11 -0.03 -0.07
C -2.92822 -9.08802 -4.72529 0.09 -0.04 0.03
H -3.06661 -5.36433 4.91670 0.00 0.00 0.00
C -4.25907 -8.70054 -4.68525 0.00 0.01 -0.03
C 3.02616 -2.42345 -2.19003 -0.04 0.01 0.03
H 1.32863 -4.17039 -3.63937 0.00 0.00 0.03
C 2.79994 6.37068 1.08785 0.17 0.37 0.19
H 0.54542 6.89562 -0.23018 -0.10 0.14 0.02
H 1.32468 5.00875 -1.36602 -0.10 0.09 -0.12
H -3.15756 9.52373 4.99594 0.00 0.01 0.12
C 3.42382 4.21809 2.16965 -0.36 0.05 -0.17
C 3.24511 -4.29446 -0.91575 -0.11 -0.04 0.12
C -1.22862 10.05037 4.22770 0.51 -0.55 0.38
```
Forces are in eV/Å.

As for the maximum force: 0.0200 hartree/bohr. The frontier orbital gap is 0.220 Ha. As for the total charge: +1. As for the LUMO energy: -0.1706 Ha.